# 1
C23H23Cl5CuN4OS3 as an isolated structure. Source: the OMol25 dataset; level of theory: ωB97M-V/def2-TZVPD.

Results
E_tot in eV: -171990.8233
HOMO level in eV: -3.317
HOMO-LUMO gap in eV: 5.66
Net charge: -1
Multiplicity: 1

Each line ends with the natural charge from an NBO analysis.
Atoms and positions in Å:
Cu -0.1025 -0.6658 -0.0720  0.728
N 3.2183 -1.6543 0.5146  -0.824
C 3.2049 -0.3307 0.1907  0.279
N 2.1158 0.3717 0.1644  -0.530
C 2.4081 1.7027 -0.1003  0.135
C 3.7130 1.9855 -0.3117  -0.457
S 4.6636 0.5556 -0.1403  0.325
C 1.3387 2.7117 -0.1096  0.131
C 1.5037 4.0311 0.1450  -0.452
S -0.0271 4.8235 0.0882  0.321
C -0.7739 3.2859 -0.2503  0.263
N 0.0490 2.2981 -0.3342  -0.472
N -2.1270 3.1706 -0.4508  -0.816
H 2.2853 -2.0737 0.4428  0.428
H 3.9928 -2.2039 0.1873  0.382
H 4.1605 2.9304 -0.5678  0.232
H 2.3973 4.5599 0.4293  0.234
H -2.7094 3.8051 0.0675  0.381
H -2.4393 2.2076 -0.4367  0.422
C 0.0809 0.0508 4.6004  -0.820
S -0.0553 0.6422 2.9050  1.304
O 0.4721 2.0409 2.9431  -0.994
C -1.8511 0.7762 2.9249  -0.159
C -2.3826 2.0534 2.9522  -0.257
C -3.7635 2.2135 2.9550  -0.223
C -4.5940 1.1024 2.9214  -0.220
C -4.0438 -0.1738 2.8882  -0.194
C -2.6687 -0.3436 2.8862  -0.232
H -0.4657 0.7414 5.2410  0.226
H 1.1435 0.0531 4.8395  0.234
H -0.3218 -0.9599 4.6691  0.232
H -1.7027 2.8962 2.9721  0.248
H -4.1910 3.2094 2.9767  0.204
H -5.6696 1.2284 2.9087  0.206
H -4.6881 -1.0421 2.8370  0.212
H -2.2391 -1.3360 2.8109  0.242
C -2.5678 -2.1870 -2.2666  -0.597
C -2.6784 -0.7319 -1.8189  -0.234
C -2.0019 0.1668 -2.8552  -0.605
C -2.1125 -0.5450 -0.4005  -0.981
H -3.0394 -2.3442 -3.2423  0.185
H -3.0427 -2.8582 -1.5449  0.196
H -1.5204 -2.4773 -2.3539  0.198
H -3.7537 -0.4848 -1.8212  0.154
H -0.9153 0.0900 -2.7483  0.213
H -2.2706 1.2188 -2.7327  0.192
H -2.2727 -0.1226 -3.8770  0.183
H -2.5700 -1.3282 0.2274  0.171
H -2.5270 0.3864 0.0286  0.137
Cl 1.4816 -2.2112 -2.4993  -0.038
C 0.7117 -3.2434 -1.2928  0.035
C 0.4908 -2.6937 -0.0364  -0.512
C 0.0061 -3.6004 0.8896  -0.061
Cl -0.1760 -3.0521 2.5639  -0.059
C -0.3693 -4.9084 0.5939  -0.096
Cl -1.0347 -5.9624 1.8016  0.008
C -0.2169 -5.3732 -0.7109  -0.106
Cl -0.7200 -6.9712 -1.1398  0.017
C 0.3567 -4.5334 -1.6652  -0.135
Cl 0.5738 -5.1000 -3.2885  0.014

---

# 2
A single C5H11ClN2 molecule. Source: the OMol25 dataset; level of theory: ωB97M-V/def2-TZVPD.

Results
E_tot in eV: -20864.7507
HOMO level in eV: -8.994
HOMO-LUMO gap in eV: 9.97
Net charge: 0
SMILES string: CC1(Cl)[C@@H](N)C[C@@H]1N
Multiplicity: 1

Each line ends with the natural charge from an NBO analysis.
Atoms and positions in Å:
C 1.3715 0.6550 -1.0795  -0.632
C 0.1827 0.2452 -0.2640  -0.015
Cl -1.1373 0.3709 -1.4152  -0.067
C -0.0911 0.8763 1.1261  -0.046
N -1.3999 1.1979 1.4148  -0.809
C 0.6090 -0.4945 1.6685  -0.427
C 0.2183 -1.1788 0.3263  -0.077
N 1.3289 -1.9352 -0.2166  -0.874
H 2.3390 0.4048 -0.5887  0.232
H 1.1755 1.7585 -1.2193  0.220
H 1.4096 0.2471 -2.0882  0.230
H 0.5783 1.7001 1.3155  0.194
H -1.9980 0.3875 1.5421  0.360
H -1.4720 1.7296 2.2445  0.367
H 1.6842 -0.3279 1.8018  0.215
H 0.1648 -0.9734 2.4273  0.197
H -0.6678 -1.7485 0.4059  0.188
H 1.6841 -2.7099 0.3851  0.374
H 1.1896 -2.2319 -1.2196  0.371

---

# 3
A single C17H22N4O molecule. Source: the OMol25 dataset; level of theory: ωB97M-V/def2-TZVPD.

Results
E_tot in eV: -25995.0106
HOMO level in eV: -7.762
HOMO-LUMO gap in eV: 8.54
Net charge: 0
SMILES string: Cc1ccc(Nc2cc(C)nc(N3CCOCC3)n2)c(C)c1
Multiplicity: 1

Each line ends with the natural charge from an NBO analysis.
Atoms and positions in Å:
C -6.8122 -0.2668 -0.1148  -0.624
C -5.3335 -0.0240 -0.1439  -0.024
C -4.4594 -0.9412 -0.7072  -0.213
C -3.0975 -0.7047 -0.7207  -0.240
C -2.5737 0.4510 -0.1509  0.207
N -1.2051 0.7161 -0.1618  -0.604
C -0.1649 -0.1622 -0.0919  0.449
C -0.2791 -1.4818 0.3592  -0.437
C 0.8902 -2.2223 0.4120  0.315
C 0.8875 -3.6440 0.8815  -0.651
N 2.0641 -1.7160 0.0536  -0.573
C 2.0804 -0.4413 -0.3463  0.596
N 3.2692 0.0632 -0.7545  -0.404
C 3.4497 1.4776 -0.9805  -0.252
C 4.2070 2.0877 0.2055  -0.078
O 5.4315 1.4224 0.4254  -0.527
C 5.2307 0.0481 0.6784  -0.079
C 4.5070 -0.6323 -0.4898  -0.254
N 1.0165 0.3608 -0.4231  -0.580
C -3.4449 1.3973 0.4087  -0.039
C -2.9046 2.6627 1.0064  -0.637
C -4.8046 1.1413 0.3992  -0.204
H -7.0697 -1.1635 -0.6727  0.214
H -7.3473 0.5784 -0.5453  0.217
H -7.1554 -0.3889 0.9125  0.218
H -4.8440 -1.8470 -1.1533  0.209
H -2.4337 -1.4095 -1.1970  0.220
H -0.9209 1.6720 -0.3217  0.408
H -1.2189 -1.8900 0.6878  0.227
H 0.3547 -3.7311 1.8261  0.222
H 1.9092 -3.9915 1.0028  0.231
H 0.3845 -4.2739 0.1491  0.226
H 2.4698 1.9380 -1.0952  0.246
H 4.0385 1.6105 -1.8948  0.194
H 4.4593 3.1321 0.0144  0.194
H 3.5781 2.0219 1.1071  0.163
H 6.2230 -0.3804 0.8278  0.194
H 4.6348 -0.0801 1.5953  0.164
H 4.2751 -1.6694 -0.2527  0.252
H 5.1332 -0.5795 -1.3871  0.193
H -2.1044 2.4431 1.7124  0.224
H -3.6903 3.2032 1.5275  0.222
H -2.5018 3.3157 0.2303  0.211
H -5.4769 1.8683 0.8337  0.204

---

# 4
A single C7H15NO molecule. Source: the OMol25 dataset; level of theory: ωB97M-V/def2-TZVPD.

Results
E_tot in eV: -11038.6251
HOMO level in eV: -8.481
HOMO-LUMO gap in eV: 9.22
Net charge: 0
SMILES string: CC1(C)[C@H](O)C[C@@]1(C)N
Multiplicity: 1

Each line ends with the natural charge from an NBO analysis.
Atoms and positions in Å:
C 0.5064 -0.6522 -1.7228  -0.633
C 0.5728 -0.0993 -0.3043  -0.050
C 1.9421 0.5514 -0.0732  -0.621
C 0.3069 -1.1872 1.0220  0.113
O -0.4583 -2.3677 0.7932  -0.717
C -0.4533 -0.0108 1.6580  -0.454
C -0.7195 0.5313 0.2407  0.159
C -2.0908 0.1857 -0.3091  -0.634
N -0.5563 2.1113 0.2086  -0.884
H 0.6549 0.1508 -2.4526  0.211
H -0.4413 -1.1443 -1.9501  0.217
H 1.2980 -1.3913 -1.8892  0.206
H 2.1026 1.3790 -0.7717  0.213
H 2.0552 0.9274 0.9471  0.208
H 2.7469 -0.1730 -0.2411  0.216
H 1.2527 -1.4388 1.5087  0.154
H 0.0925 -2.9450 0.2396  0.473
H 0.1777 0.6185 2.2950  0.221
H -1.3465 -0.2951 2.2205  0.220
H -2.8654 0.7502 0.2198  0.233
H -2.3268 -0.8758 -0.1848  0.233
H -2.1634 0.4071 -1.3771  0.209
H 0.2817 2.4737 0.6595  0.354
H -0.5690 2.4940 -0.7369  0.351

---

# 5
C3H11N4 as an isolated structure. Source: the OMol25 dataset; level of theory: ωB97M-V/def2-TZVPD.

Results
E_tot in eV: -9236.4850
HOMO level (alpha / beta) in eV: -13.141 / -13.139
HOMO-LUMO gap (alpha / beta) in eV: 7.26 / 7.25
Net charge: +1
Multiplicity: 1

Each line ends with the natural charge from an NBO analysis.
Atoms and positions in Å:
C -2.6476 -1.1652 0.6847  -0.636
C -2.0743 -0.4948 -0.6191  -0.528
C -0.7312 -0.1050 -0.9706  0.313
N 1.5762 -0.8789 -0.9375  -0.174
N 0.4958 -0.4217 -0.8769  0.080
N 0.4230 1.6455 0.0072  -0.834
N 3.3603 0.4009 0.3187  -0.909
H -2.9257 -0.3416 1.4054  0.239
H -3.7238 -1.5997 0.5196  0.251
H -2.1507 -2.0734 0.9911  0.237
H -2.3276 -1.1869 -1.5481  0.292
H -2.6506 0.4046 -0.8764  0.277
H 2.5711 -0.2483 -0.3821  0.414
H -0.0852 2.3451 -0.4683  0.357
H 0.2394 1.8015 1.0030  0.351
H 2.7276 0.9940 0.7653  0.420
H 3.8691 -0.1277 1.0092  0.421
H 4.0542 1.0516 -0.0251  0.428

---

Maximum force list, top to bottom, in hartree/bohr: 0.0144, 0.0764, 0.0119, 0.1004, 0.0852
Relative energy (zero: lowest compared OMol25 entry of this formula, charge and spin) list, top to bottom, in kcal/mol: 0.0, 26.3, 0.0, 47.3, 178.9